C51H28F2N10Ru | wB97M-V/def2-TZVPD

```
92
C51H28F2N10Ru (wB97M-V/def2-TZVPD)
Ru 1.3028 0.2631 0.2045
C -1.1788 2.7358 5.8890
C -1.1230 1.5153 6.4498
C -0.5279 0.4339 5.7201
C -0.0145 0.6619 4.4034
C 0.7709 -0.1216 3.4257
N 1.1410 0.6981 2.3790
C 0.6051 1.9271 2.6144
N 0.7769 3.0925 1.9462
C 1.5283 3.2325 0.9368
C 2.0552 4.5054 0.4483
C 1.7476 5.8240 0.6702
C 2.5234 6.8352 0.1162
C 3.5632 6.4408 -0.7056
C 3.8173 5.1324 -1.0347
C 3.0772 4.1412 -0.4558
C 3.1237 2.7151 -0.4969
N 4.0790 1.9735 -1.1240
C 4.0848 0.6582 -1.1581
N 3.1531 -0.2528 -0.6423
C 3.5520 -1.5347 -0.9358
N 3.0074 -2.6964 -0.5241
C 2.1959 -2.7117 0.5303
N 1.6238 -1.6564 1.2105
C 1.2546 -2.1669 2.4919
N 0.8398 -1.4613 3.5337
C 1.3033 -3.5948 2.4996
C 1.0313 -4.5515 3.4708
C 1.1083 -5.9132 3.1470
C 1.4412 -6.2734 1.8309
C 1.9559 -5.3209 0.9368
C 1.8265 -3.9405 1.2489
C 4.7298 -1.4667 -1.8019
C 5.3003 -2.4347 -2.6492
C 6.1068 -1.9658 -3.7159
C 6.5314 -0.6542 -3.6794
C 6.0903 0.2596 -2.7153
C 5.0768 -0.1186 -1.9008
N 2.0538 2.2187 0.2251
C -0.1077 1.9495 3.8344
C -0.6978 2.9614 4.5586
H -1.6849 3.5595 6.3564
H -1.5368 1.2817 7.4054
H -0.3640 -0.5435 6.1915
H 0.8632 6.0273 1.2530
H 2.3027 7.8960 0.3389
H 4.2429 7.1698 -1.1627
H 4.6333 4.8318 -1.6819
H 0.8200 -4.2866 4.5191
H 0.9342 -6.6790 3.8957
H 1.4514 -7.3692 1.5257
H 2.2612 -5.6137 -0.0675
H 5.1825 -3.5530 -2.5496
H 6.4995 -2.7106 -4.3971
H 7.3313 -0.2674 -4.3200
H 6.4079 1.2967 -2.7751
H -0.8085 3.9517 4.0146
F 0.9915 1.3053 -5.2443
C 0.6508 1.5171 -3.9242
C 1.2549 0.8586 -2.8529
C 0.6591 0.9817 -1.5506
C -0.5607 1.6491 -1.4787
C -0.9785 2.4684 -2.5173
F -2.0662 3.2722 -2.3746
C -0.4017 2.4493 -3.8081
C -1.3859 1.3222 -0.3462
C -2.6607 1.8385 -0.0387
C -3.4267 1.1494 0.9353
C -2.8224 0.0794 1.5961
C -1.5653 -0.3889 1.2598
N -0.8344 0.2765 0.3388
H 2.1675 0.2389 -3.0037
H -0.7412 3.1209 -4.6130
H -2.9229 2.6993 -0.5392
H -4.4914 1.3892 1.0764
H -3.4849 -0.4183 2.3418
H -1.1660 -1.3251 1.6170
C -8.1687 -5.1207 -2.5181
C -7.5558 -3.8877 -2.5098
C -6.2544 -3.5729 -3.0374
C -5.6456 -2.3802 -2.9167
C -6.3874 -1.2809 -2.4069
C -7.7485 -1.4243 -2.0628
C -8.2558 -2.7014 -2.0376
C -5.7436 -0.0001 -2.2028
N -5.1050 0.9021 -1.8795
H -7.6537 -6.0710 -2.7592
H -9.1501 -5.1781 -2.1617
H -5.6240 -4.3568 -3.4938
H -4.6499 -2.1916 -3.3356
H -8.4435 -0.5893 -1.8735
H -9.0935 -2.9615 -1.4071
```

The net charge is -1. Its spin multiplicity is 6. For the HOMO-LUMO gap (spin up / spin down), the calculation gives 4.17 / 4.61 eV. The value obtained for the energy relative to the best compared isomer or geometry (same formula, charge and spin) is 0.00 kcal/mol. The lowest unoccupied orbital energy (spin up / spin down) comes out at 1.92 / -0.20 eV.